(1)
Computed, not measured: a cluster of 2 separate species, C5H11NO in total, with ωB97M-V/def2-TZVPD.

Its spin multiplicity is 1. The SMILES is C=C/C=C(/C)N.O. The energy above the lowest of the compared OMol25 structures with the same formula, charge and spin is 76.1 kcal per mole. As for the orbital gap: 8.75 eV. Its total charge is 0. As for the HOMO energy: -7.949 eV.

```
18
Properties=species:S:1:pos:R:3:forces:R:3
C 2.413647 0.178323 -1.332462 0.653 -1.147 2.634
C 1.095515 0.186215 -1.091592 -1.173 2.871 -3.498
C 0.476744 0.164834 0.205415 -1.395 -1.650 0.907
C -0.728201 0.696809 0.636853 0.565 0.316 -3.013
C -0.934849 0.850496 2.100877 -0.878 1.453 2.802
N -1.640947 1.340687 -0.350739 3.092 -2.442 0.274
H 2.954884 0.661376 -2.144450 -0.464 -0.662 -0.147
H 3.023140 -0.258585 -0.459227 -0.467 0.927 -1.455
H 0.457658 0.627741 -1.958665 0.944 -0.733 1.539
H 1.027552 -0.561104 0.829885 -0.251 1.054 0.647
H 0.088682 0.829627 2.581410 -1.260 -0.831 -0.305
H -1.210639 1.942731 2.474990 0.076 -1.921 -1.362
H -1.745105 0.168479 2.631250 1.807 1.144 -1.220
H -2.318092 1.890888 0.020873 -2.117 1.946 1.744
H -2.077740 0.826250 -1.114551 0.862 -0.391 0.437
O -0.465617 -3.273261 -1.360457 -0.824 2.980 -0.253
H -0.034205 -3.869151 -0.798591 0.999 -1.510 1.228
H -0.382421 -2.402356 -0.870823 -0.170 -1.405 -0.958
```
Positions in Å, forces in eV/Å.

(2)
Computed, not measured: a structure of composition C16H15O7S8SbTc, with ωB97M-V/def2-TZVPD.

Its spin multiplicity is 2. Its expectation value of S² is 0.773. The energy above the lowest of the compared OMol25 structures with the same formula, charge and spin is 92.0 kcal per mole. As for the orbital gap (alpha / beta): 5.35 / 4.98 eV. Its total charge is -2. As for the HOMO energy (alpha / beta): -1.308 / -1.303 eV.

```
48
Properties=species:S:1:pos:R:3:forces:R:3
Tc 0.125990 -1.268394 0.753723 -1.829 -3.284 -3.314
O 1.243190 2.180306 0.782523 -0.033 -0.309 -0.069
S 0.071190 1.880606 1.569023 0.029 2.610 0.492
O -0.913110 2.946106 1.562423 -0.108 -0.235 0.116
O -0.598010 0.591406 1.327723 -0.675 -0.271 -0.206
C 0.655990 1.875006 3.277823 -0.181 0.051 -0.450
C 0.431490 2.998006 4.056523 -0.098 0.060 -0.054
C 0.868190 3.028106 5.370623 0.019 -0.023 0.006
C 1.518490 1.927806 5.914223 0.007 -0.009 -0.059
C 1.771990 0.820406 5.122323 0.132 -0.076 -0.022
C 1.357890 0.816306 3.800023 -0.026 -0.500 -0.224
S 1.565390 -0.669794 2.826123 2.758 -0.302 3.882
O 1.866390 -0.287794 1.461423 0.723 0.421 -0.626
O 2.611990 -1.402394 3.494223 -0.294 0.420 -0.028
O 0.243490 -1.295694 2.927523 -0.925 -0.282 -0.403
H -0.106610 3.816306 3.605823 -0.059 0.135 0.038
H 0.695590 3.908406 5.974923 -0.056 0.039 0.040
H 1.820490 1.926606 6.952823 0.063 0.037 0.036
H 2.287490 -0.052194 5.497423 0.031 0.000 0.044
S 4.404690 -4.391094 -2.502877 -0.140 0.207 0.442
Sb 2.558290 -5.011694 -1.233977 0.830 -1.660 -1.705
S 1.355690 -3.349594 1.208123 -0.790 0.399 0.399
S 1.770190 -2.574494 -0.577377 -0.231 1.541 0.439
S 1.215390 -5.841094 -2.944177 -0.284 -0.257 0.414
C 0.434190 -2.832994 -4.224377 0.156 0.233 0.738
S 0.535190 -1.495394 -2.968177 0.023 -0.366 -2.626
C -0.052610 -0.216994 -4.162077 0.511 -0.032 0.611
O -0.769910 -1.812394 -2.156577 -0.134 0.576 0.281
H -0.541610 -2.843394 -4.686777 -0.339 0.188 -0.083
H 0.628890 -3.788094 -3.731677 0.096 -0.168 0.203
H 1.218290 -2.660794 -4.949277 0.244 0.149 -0.099
H 0.558190 -0.299194 -5.052577 0.146 -0.108 -0.119
H 0.058090 0.766206 -3.722077 0.002 0.106 0.060
H -1.094810 -0.404594 -4.384877 -0.165 -0.157 0.015
C -0.429810 -0.662694 -1.241077 -0.297 -0.453 1.784
C -1.309110 0.459206 -1.499777 -0.496 0.478 -0.382
C -2.646410 0.276906 -1.898677 0.392 -0.245 0.184
C -3.471010 1.359706 -2.123477 -0.232 0.052 -0.019
C -2.992510 2.655806 -1.984877 0.023 0.020 -0.062
C -1.670910 2.852906 -1.605777 -0.115 0.129 -0.089
C -0.839310 1.776606 -1.372677 -0.040 -0.391 -0.174
H -3.022110 -0.733294 -1.979177 -0.082 -0.051 -0.050
H -4.511410 1.189106 -2.379077 0.028 0.020 -0.068
H -3.646810 3.498106 -2.178177 0.023 0.012 0.073
H -1.286710 3.855506 -1.467077 0.012 0.001 -0.006
H 0.187590 1.937906 -1.085777 0.054 0.016 -0.002
S -2.724810 -3.144494 0.187423 0.225 0.016 0.037
C -1.432310 -2.304794 0.439723 1.104 1.264 0.602
```
Positions in Å, forces in eV/Å.

(3)
Computed, not measured: the ion C2H7N4S with charge +1, with ωB97M-V/def2-TZVPD.

Its spin multiplicity is 1. The energy above the lowest of the compared OMol25 structures with the same formula, charge and spin is 91.9 kcal per mole. As for the orbital gap: 8.57 eV. Its total charge is +1. As for the HOMO energy: -12.942 eV.

```
14
Properties=species:S:1:pos:R:3:forces:R:3
C -1.638554 -0.625169 0.154276 -3.687 0.962 -0.080
C 2.806797 -0.398943 -0.076353 -1.323 2.005 -1.984
N -3.470588 1.025180 -0.007436 -1.232 2.621 2.804
N -2.594838 0.053248 0.073763 0.942 -0.856 -0.244
N 0.506769 0.035213 -0.290041 -0.197 1.049 -0.708
N 1.565366 0.254633 0.380126 0.884 0.332 2.059
S -0.492217 -1.739815 0.199311 0.411 -0.964 0.118
H 2.640713 -1.382322 -0.408880 -0.661 -1.690 0.222
H 3.044345 0.103502 -1.038061 0.429 0.052 0.725
H 3.584228 -0.358622 0.600506 1.518 0.300 1.427
H -3.767502 1.496279 0.924735 1.208 -1.410 -1.889
H 0.674975 -0.235680 -1.280224 0.347 0.197 0.860
H 1.426986 0.687954 1.388224 0.489 -1.315 -2.876
H -4.286481 1.084540 -0.619946 0.871 -1.284 -0.435
```
Positions in Å, forces in eV/Å.

(4)
Computed, not measured: a structure of composition C10H8N2O2PtS5, with ωB97M-V/def2-TZVPD.

Its spin multiplicity is 1. The energy above the lowest of the compared OMol25 structures with the same formula, charge and spin is 0.0 kcal per mole. As for the orbital gap: 4.69 eV. Its total charge is +2. As for the HOMO energy: -14.554 eV.

```
28
Properties=species:S:1:pos:R:3:forces:R:3
Pt 0.066908 0.200454 -1.370473 -0.128 -0.014 0.078
O -5.485263 3.322443 -3.447487 -0.007 0.031 -0.011
C -4.511987 2.777035 -3.101279 0.042 -0.067 0.065
S -3.618190 1.569729 -4.128433 -0.014 0.030 0.029
C -2.402281 1.240506 -2.990106 -0.115 0.107 0.030
C -2.464660 1.963365 -1.694541 -0.067 0.101 -0.008
S -1.325009 1.728554 -0.526577 0.113 -0.089 -0.054
S -3.746331 3.046100 -1.463859 -0.111 0.041 -0.063
S -1.190338 0.178024 -3.291148 0.134 -0.075 -0.077
O 1.359967 -1.310900 -2.043287 0.032 -0.203 -0.257
H 1.150759 -1.926262 -2.757167 0.053 -0.025 -0.006
H 2.274567 -1.450801 -1.766285 0.007 0.079 0.136
N 2.365491 2.149514 0.036205 -0.134 -0.016 0.042
C 1.980052 1.105463 0.778781 0.041 0.011 -0.071
N 1.137826 0.172899 0.355751 0.019 0.015 0.197
C 0.920465 -0.827074 1.334698 0.010 0.074 -0.109
C 0.111130 -1.947013 1.202608 0.003 0.037 -0.055
C 0.041340 -2.831248 2.264964 0.009 0.005 0.021
C 0.761136 -2.602447 3.437758 -0.012 -0.022 0.014
C 1.564253 -1.484531 3.574452 0.026 0.042 0.008
C 1.632067 -0.602973 2.505320 0.036 0.004 0.015
S 2.574238 0.866476 2.375723 0.044 -0.033 0.074
H 2.017250 2.268915 -0.900296 0.047 0.010 -0.010
H 2.989623 2.848421 0.403695 0.012 -0.009 -0.001
H -0.443875 -2.123074 0.288958 -0.023 -0.041 0.033
H -0.576245 -3.715188 2.186571 -0.010 0.011 -0.015
H 0.694219 -3.310111 4.252195 -0.006 0.007 0.001
H 2.122888 -1.306275 4.483259 -0.002 -0.011 -0.004
```
Positions in Å, forces in eV/Å.

(5)
Computed, not measured: a cluster of 2 separate species, CH5F5N5 in total, with ωB97M-V/def2-TZVPD.

Its spin multiplicity is 1. The energy above the lowest of the compared OMol25 structures with the same formula, charge and spin is 30.3 kcal per mole. As for the orbital gap: 9.34 eV. Its total charge is +1. As for the HOMO energy: -14.931 eV.

```
16
Properties=species:S:1:pos:R:3:forces:R:3
C 0.608901 -0.605548 0.005294 -0.016 -0.841 -1.002
N 0.379775 -0.060349 -1.169161 -0.396 -0.946 -1.419
N -1.590484 0.685573 0.534628 -2.116 4.034 1.655
N 1.063388 0.305416 1.015221 -0.952 0.898 -1.569
N 0.272423 -1.878466 0.521929 -0.244 0.900 0.552
N 0.654501 1.242831 -1.402661 1.719 0.409 1.722
F -2.230687 0.346750 -0.643953 -0.570 -1.445 -1.146
F 2.400193 0.506170 0.828759 0.599 -0.552 0.547
F 0.807848 -0.239881 2.199017 0.787 -0.126 1.091
F -0.452127 -2.681596 -0.269316 0.627 -0.045 -0.570
F 1.338815 -2.577175 1.069766 -0.788 0.635 -1.144
H 0.047031 -0.459454 -2.114424 0.539 -0.498 2.517
H -2.089938 0.244510 1.317749 -0.106 -0.938 -0.516
H 0.839725 1.734316 -0.541675 0.202 0.163 0.206
H 0.083702 1.794439 -1.983293 -1.392 -0.110 -1.142
H -2.133066 1.642464 0.632121 2.107 -1.537 0.218
```
Positions in Å, forces in eV/Å.

(6)
Computed, not measured: a structure of composition C24H23FeN3S4Se, with ωB97M-V/def2-TZVPD.

Its spin multiplicity is 6. Its expectation value of S² is 8.775. The energy above the lowest of the compared OMol25 structures with the same formula, charge and spin is 0.0 kcal per mole. As for the orbital gap (alpha / beta): 7.70 / 6.55 eV. Its total charge is +1. As for the HOMO energy (alpha / beta): -10.350 / -10.351 eV.

```
56
Properties=species:S:1:pos:R:3:forces:R:3
Fe -0.302468 0.924152 0.080646 0.368 -0.141 0.536
S -0.704425 3.012707 0.836496 -0.050 0.113 0.282
C -1.285664 3.432840 -0.773713 -0.140 0.044 -0.103
C -2.510573 4.073063 -0.952275 0.030 0.090 -0.041
C -2.970874 4.362627 -2.224676 -0.065 0.040 0.122
C -2.220291 4.026509 -3.341545 0.071 -0.025 -0.111
C -1.000980 3.390150 -3.185662 0.018 0.084 -0.018
C -0.550846 3.086289 -1.909548 0.059 -0.107 -0.161
S 0.979264 2.199814 -1.632090 -0.091 -0.122 0.050
C 0.929973 0.862950 -2.856896 0.091 0.203 -0.192
C 0.963393 -0.522145 -2.268155 0.116 -0.263 -0.009
C 1.141841 -1.596386 -3.135421 0.041 0.008 0.112
C 1.102381 -2.878700 -2.627797 -0.016 0.006 -0.019
C 0.895966 -3.063029 -1.267108 0.043 -0.018 -0.008
C 0.745001 -1.953042 -0.462731 -0.004 0.100 0.138
C 0.512247 -2.076876 1.019973 0.037 0.029 -0.120
S -0.871764 -1.036361 1.579868 -0.041 -0.026 -0.151
C -2.165039 -1.814327 0.627704 0.042 -0.012 0.026
C -2.636530 -3.050563 1.059083 0.016 -0.009 0.031
C -3.599687 -3.721375 0.329649 -0.002 -0.018 -0.002
C -4.098335 -3.140887 -0.831708 0.008 -0.005 0.013
C -3.645383 -1.904198 -1.249464 -0.006 -0.070 0.037
C -2.668824 -1.211559 -0.525895 -0.012 0.012 -0.063
S -2.224325 0.392048 -1.089282 0.043 0.141 -0.014
N 0.785914 -0.703751 -0.958685 -0.184 -0.057 -0.200
H -3.099387 4.331718 -0.082895 -0.004 -0.011 0.009
H -3.925995 4.855499 -2.345567 -0.004 0.005 0.000
H -2.581299 4.267042 -4.331843 0.013 -0.006 -0.013
H -0.396219 3.145610 -4.049635 -0.026 -0.001 -0.024
H 1.791514 0.983086 -3.514987 -0.051 0.000 -0.042
H 0.030183 0.970585 -3.464494 -0.049 0.011 0.078
H 1.286411 -1.419019 -4.192134 0.003 0.020 -0.010
H 1.215687 -3.730987 -3.283944 0.003 -0.008 -0.005
H 0.841151 -4.055030 -0.841707 -0.005 -0.004 0.026
H 1.389029 -1.738517 1.570483 -0.035 -0.007 0.012
H 0.312301 -3.110263 1.295797 -0.044 0.008 -0.003
H -2.246646 -3.475314 1.976360 -0.014 -0.023 0.005
H -3.967231 -4.680348 0.666984 -0.002 -0.005 0.006
H -4.855559 -3.652359 -1.410741 -0.008 -0.010 0.004
H -4.051260 -1.452966 -2.144797 0.010 0.029 -0.003
C 4.235491 -0.352163 0.489797 0.009 0.009 -0.080
N 3.784663 -0.762582 1.807907 -0.088 -0.018 0.084
C 4.282243 -1.814410 2.546663 0.033 -0.024 0.063
C 3.617897 -1.819348 3.723293 0.052 -0.058 -0.005
N 2.720212 -0.774734 3.687846 0.072 -0.007 -0.178
C 1.811116 -0.394131 4.757013 -0.072 0.023 0.042
C 2.821293 -0.129758 2.507447 0.016 0.065 0.070
Se 1.854960 1.364023 1.974570 -0.215 0.039 -0.192
H 4.996533 -1.050756 0.152995 0.002 -0.001 0.002
H 4.647559 0.653751 0.538328 -0.005 -0.002 -0.012
H 3.393343 -0.354797 -0.200333 0.025 0.012 -0.008
H 5.066955 -2.448618 2.176360 0.007 -0.019 0.021
H 3.708741 -2.461306 4.580515 0.017 -0.018 -0.003
H 1.948743 -1.085218 5.583830 -0.006 0.003 0.001
H 0.783243 -0.437586 4.400810 0.005 0.009 0.018
H 2.028643 0.621389 5.080319 -0.013 -0.007 0.002
```
Positions in Å, forces in eV/Å.